{"formula": "C20H25N3O4S", "method": "ωB97M-V/def2-TZVPD", "e_above_lowest_ev": 2.8685, "e_homo_ev": -8.898, "total_energy_ha": -1640.5338, "smiles": "O=C(NCCCN1CCOCC1)c1ccc(NS(=O)(=O)c2ccccc2)cc1", "elements": ["O", "C", "N", "H", "C", "C", "H", "H", "C", "N", "C", "C", "O", "C", "C", "H", "H", "H", "H", "H", "H", "H", "H", "H", "H", "H", "H", "C", "C", "C", "C", "C", "C", "H", "H", "N", "S", "O", "O", "C", "C", "C", "C", "C", "C", "H", "H", "H", "H", "H", "H", "H", "H"], "coordinates": [[1.21079, 3.49259, -1.29418], [0.73478, 3.16245, -0.22335], [1.47519, 3.12246, 0.91663], [1.02981, 2.82495, 1.76985], [2.91188, 2.98098, 0.86821], [3.31692, 1.50821, 1.01513], [2.93938, 1.13349, 1.96853], [4.40335, 1.42755, 1.03146], [2.76321, 0.67619, -0.14207], [2.96670, -0.75429, 0.02783], [2.04772, -1.32373, 1.00109], [2.31474, -2.82161, 1.14100], [2.16105, -3.48918, -0.08880], [3.04530, -2.94572, -1.04199], [2.79960, -1.45116, -1.23911], [3.52443, -1.05833, -1.95463], [1.78270, -1.30035, -1.64526], [2.87194, -3.49105, -1.97140], [4.08374, -3.10044, -0.71489], [1.60400, -3.27778, 1.83213], [3.33744, -2.96941, 1.51816], [2.20656, -0.84906, 1.97019], [0.99529, -1.16652, 0.69601], [1.68904, 0.89253, -0.27940], [3.27523, 0.98245, -1.05702], [3.36177, 3.57820, 1.66571], [3.23352, 3.37057, -0.09961], [-0.69296, 2.75156, -0.09934], [-1.17211, 1.91927, 0.91080], [-2.46369, 1.43567, 0.87458], [-3.30340, 1.75525, -0.19111], [-2.84438, 2.61877, -1.18579], [-1.55665, 3.10537, -1.13488], [-1.17875, 3.74939, -1.91437], [-3.49878, 2.88808, -2.00207], [-4.56166, 1.18556, -0.25828], [-4.85739, -0.36271, 0.34660], [-4.97341, -0.30580, 1.77069], [-5.97273, -0.83172, -0.41772], [-3.37149, -1.27372, -0.07432], [-2.72018, -1.97193, 0.92340], [-1.56621, -2.67272, 0.61511], [-1.07411, -2.66274, -0.68118], [-1.74192, -1.96205, -1.67426], [-2.90245, -1.26635, -1.37276], [-3.44201, -0.72512, -2.13429], [-1.36122, -1.95751, -2.68443], [-0.16573, -3.20214, -0.90658], [-1.04768, -3.22661, 1.38250], [-3.12829, -1.95111, 1.92165], [-5.11179, 1.39869, -1.07562], [-2.83877, 0.80409, 1.66291], [-0.53831, 1.60652, 1.72857]]}